No. 1
Here is C42H33As2F2N4PdSe as an isolated structure from the Open Molecules 2025 dataset. Energies are from ωB97M-V with the def2-TZVPD basis set.

Structure (XYZ):
```
85
Properties=species:S:1:pos:R:3
Pd 0.14 -0.36 -0.53
F 4.62 -1.93 -2.64
C 3.47 -2.35 -2.09
C 2.59 -1.42 -1.60
C 1.40 -1.84 -1.01
C 1.09 -3.20 -0.92
C 2.03 -4.09 -1.45
F 1.79 -5.42 -1.44
C 3.22 -3.71 -2.03
C -0.21 -3.64 -0.32
C -0.48 -4.96 0.07
C -1.74 -5.26 0.57
C -2.69 -4.26 0.67
C -2.33 -2.98 0.29
N -1.12 -2.68 -0.18
H 2.85 -0.37 -1.68
H 3.91 -4.44 -2.42
H 0.26 -5.73 -0.01
H -1.96 -6.27 0.87
H -3.69 -4.46 1.04
H -3.02 -2.15 0.38
C 1.63 2.55 -0.03
C 2.14 1.87 1.24
As 1.39 0.05 1.41
C 2.79 -1.12 2.01
C 2.55 -2.01 3.05
C 3.54 -2.91 3.43
C 4.77 -2.90 2.79
C 5.02 -2.00 1.76
C 4.03 -1.11 1.37
C 0.16 0.15 2.88
C 0.47 0.85 4.05
C -0.47 0.91 5.07
C -1.68 0.26 4.95
C -1.98 -0.46 3.80
C -1.05 -0.51 2.76
As -0.27 2.15 -0.34
C -1.19 3.36 0.85
C -2.02 2.83 1.83
C -2.66 3.67 2.72
C -2.49 5.05 2.63
C -1.66 5.58 1.65
C -1.01 4.74 0.76
C -0.64 2.84 -2.10
C -1.88 3.40 -2.37
C -2.23 3.74 -3.67
C -1.33 3.52 -4.71
C -0.09 2.96 -4.45
C 0.25 2.61 -3.15
H 2.15 2.14 -0.90
H 1.81 3.63 -0.01
H 1.84 2.42 2.13
H 3.23 1.80 1.25
H 1.60 -2.02 3.56
H 3.36 -3.60 4.24
H 5.54 -3.59 3.10
H 5.98 -1.99 1.26
H 4.23 -0.42 0.56
H 1.42 1.35 4.16
H -0.24 1.47 5.98
H -2.41 0.31 5.75
H -2.92 -0.97 3.70
H -1.28 -1.06 1.85
H -2.15 1.76 1.91
H -3.31 3.26 3.49
H -2.99 5.71 3.33
H -1.53 6.65 1.58
H -0.38 5.17 -0.01
H -2.58 3.59 -1.56
H -3.19 4.19 -3.87
H -1.60 3.80 -5.72
H 0.61 2.79 -5.25
H 1.22 2.15 -2.96
Se -4.54 0.53 -1.87
N -4.29 0.03 -3.55
C -3.02 -0.33 -3.65
C -2.41 -0.82 -4.84
C -1.10 -1.16 -4.77
C -0.39 -1.00 -3.54
N -0.90 -0.55 -2.43
C -2.24 -0.23 -2.45
N -2.86 0.20 -1.37
H -3.00 -0.90 -5.74
H -0.55 -1.54 -5.62
H 0.67 -1.27 -3.52
```

As for the net charge: +1. The maximum force comes out at 0.631 eV/A. As for the spin multiplicity: 1. As for the HOMO-LUMO gap: 6.8 eV. As for the energy relative to the best compared isomer or geometry (same formula, charge and spin): 11.0 kcal/mol.

---

No. 2
Here is an isolated molecule of C2H5NS at a distorted geometry from the Open Molecules 2025 dataset. Energies are from ωB97M-V with the def2-TZVPD basis set.

Structure (XYZ):
```
9
Properties=species:S:1:pos:R:3
C -0.09 0.72 -0.11
C -0.46 -0.78 0.61
N 0.50 0.67 -1.32
S 1.64 1.31 -0.04
H -0.81 1.49 0.14
H 0.52 -1.40 0.80
H -1.08 -1.51 0.00
H -1.00 -0.31 1.50
H 0.78 -0.19 -1.57
```

The maximum force comes out at 5.058 eV/A. Its SMILES is C[C@@H]1NS1. As for the spin multiplicity: 1. As for the HOMO-LUMO gap: 9.5 eV. As for the energy relative to the best compared isomer or geometry (same formula, charge and spin): 55.6 kcal/mol.

---

No. 3
Here is C17H34O2P2Ti as an isolated structure at a distorted geometry from the Open Molecules 2025 dataset. Energies are from ωB97M-V with the def2-TZVPD basis set.

Structure (XYZ):
```
56
Properties=species:S:1:pos:R:3
P 2.96 0.46 0.39
P 0.22 -1.70 -2.07
C 2.90 -1.03 -0.75
C 2.00 -1.20 -2.04
H 2.78 -1.93 -0.11
H 3.94 -1.10 -1.09
H 2.12 -0.32 -2.69
H 2.44 -2.03 -2.61
C 0.13 -3.48 -1.71
H -0.90 -3.76 -1.46
H 0.78 -3.72 -0.86
H 0.46 -4.03 -2.59
C -0.23 -1.66 -3.82
H 0.31 -2.48 -4.31
H 0.07 -0.72 -4.29
H -1.30 -1.81 -3.97
C 4.22 -0.09 1.59
H 4.27 0.56 2.47
H 5.20 -0.07 1.10
H 4.05 -1.12 1.93
C 3.91 1.81 -0.42
H 3.58 2.00 -1.44
H 4.98 1.56 -0.43
H 3.81 2.75 0.14
Ti -3.40 2.04 1.67
C -0.91 -0.76 -1.14
C -0.58 -1.72 -0.02
C 0.46 -1.40 0.94
C 0.44 -0.24 1.97
C 1.49 0.82 1.63
C 1.43 1.58 0.39
C 0.64 1.27 -0.85
C -0.79 0.74 -0.79
C -2.08 2.27 3.30
H -1.91 -0.91 -1.57
H -1.42 -2.35 0.26
H 1.21 -1.07 0.24
H 0.93 -2.28 1.41
H -0.58 0.13 2.18
H 0.77 -0.68 2.92
H 1.91 1.33 2.50
H 1.76 2.63 0.40
H 1.20 0.53 -1.40
H 0.67 2.16 -1.51
H -1.27 0.88 0.19
H -1.37 1.33 -1.52
H -2.38 3.30 3.58
H -1.03 2.23 2.98
H -2.29 1.59 4.13
C -7.15 1.24 0.86
C -5.73 1.47 1.24
O -5.19 2.63 0.99
O -4.91 0.64 1.80
H -7.42 2.07 0.19
H -7.81 1.31 1.74
H -7.37 0.30 0.34
```

The maximum force comes out at 4.195 eV/A. As for the spin multiplicity: 3. As for the HOMO-LUMO gap (alpha / beta): 5.6 / 5.2 eV. As for the energy relative to the best compared isomer or geometry (same formula, charge and spin): 80.7 kcal/mol.

---

No. 4
Here is an isolated molecule of C3H4Cl2O at a distorted geometry from the Open Molecules 2025 dataset. Energies are from ωB97M-V with the def2-TZVPD basis set.

Structure (XYZ):
```
10
Properties=species:S:1:pos:R:3
C 0.15 -0.57 0.03
C -1.44 0.00 0.14
C 1.34 0.32 -0.09
O -0.74 -0.58 1.17
Cl -2.71 -1.04 -0.51
Cl -1.70 1.73 -0.05
H 0.03 -1.47 -0.38
H 2.08 -0.31 -0.68
H 1.66 0.59 0.91
H 1.34 1.34 -0.56
```

The maximum force comes out at 6.311 eV/A. Its SMILES is C[C@H]1OC1(Cl)Cl. As for the spin multiplicity: 1. As for the HOMO-LUMO gap: 10.2 eV. As for the energy relative to the best compared isomer or geometry (same formula, charge and spin): 54.3 kcal/mol.

---

- The lowest maximum force belongs to which entry?
  C42H33As2F2N4PdSe

---

- What is the energy relative to the best compared isomer or geometry (same formula, charge and spin) in the second record?
  55.6 kcal/mol

---

- What is the spin multiplicity in the third record?
  3

---

- Among the records above, which one has the lowest maximum force?
  C42H33As2F2N4PdSe